# C5H4N2O

The molecule C5H4N2O (ωB97M-V/def2-TZVPD, the Open Molecules 2025 dataset).

Geometry (Å):
C -2.705 -0.549 -0.029
C -2.128 0.472 0.156
C -1.262 1.694 -0.072
C 0.166 1.582 -0.210
C 1.050 0.390 0.135
N -1.676 2.927 -0.343
N 0.624 2.758 -0.484
O -0.487 3.573 -0.532
H -3.170 -1.426 -0.186
H 1.559 0.249 -0.775
H 1.707 0.516 0.949
H 0.395 -0.455 0.218

HOMO level (spin up / spin down) ... -6.6 / -10.7 eV
ΔE to the lowest compared entry with this formula, charge and spin ... 280.2 kJ/mol
2S+1 ... 3
Energy ... -377.3636 Eh
Lowest unoccupied orbital energy (spin up / spin down) ... 0.8 / -3.7 eV
<S²> ... 2.038